# C12H24F3N3OTaTl

A structure of composition C12H24F3N3OTaTl (the ωB97M-V functional and the def2-TZVPD basis, the Open Molecules 2025 dataset).

The geometry in XYZ format:
```
45
C12H24F3N3OTaTl, DFT the ωB97M-V functional and the def2-TZVPD basis
N -0.087 1.540 -0.902
C -0.032 2.613 -1.440
O 0.081 3.535 -2.213
Tl 1.555 1.829 -3.628
Ta 0.106 -0.267 -0.019
N 1.948 0.054 0.480
N -0.522 -1.699 -1.205
C 3.047 1.042 0.674
C -1.852 -1.673 -1.906
C 3.470 1.594 -0.679
C 4.257 0.427 1.381
C 2.492 2.160 1.549
C -1.832 -2.519 -3.171
C -2.868 -2.276 -0.944
C -2.231 -0.242 -2.270
H 3.774 0.773 -1.342
H 4.329 2.271 -0.556
H 2.674 2.179 -1.159
H 3.998 0.092 2.394
H 5.055 1.183 1.480
H 4.659 -0.413 0.804
H 1.608 2.629 1.105
H 3.258 2.936 1.693
H 2.207 1.761 2.527
H -1.083 -2.175 -3.887
H -2.813 -2.432 -3.655
H -1.680 -3.579 -2.956
H -2.553 -3.287 -0.661
H -3.850 -2.335 -1.433
H -2.974 -1.687 -0.025
H -2.266 0.432 -1.401
H -3.239 -0.241 -2.719
H -1.540 0.163 -3.027
C 0.371 -2.842 -1.471
H 1.396 -2.598 -1.163
H 0.049 -3.745 -0.928
H 0.388 -3.065 -2.545
C 1.913 -1.204 1.314
H 2.215 -1.020 2.360
H 0.869 -1.665 1.377
H 2.591 -1.972 0.911
F -2.529 0.858 0.895
C -1.386 0.263 1.475
F -0.900 1.274 2.314
F -1.909 -0.686 2.341
```

Calculated values
- relative energy (zero: lowest compared OMol25 entry of this formula, charge and spin) (eV) = 0.069
- charge = +2
- total energy (eV) = -33733.1436
- gap between HOMO and LUMO (eV) = 7.60
- E_LUMO (eV) = -8.764